1.
The following is a quantum chemistry calculation of a gas-phase ion, C17H27ClNO2 (charge +1), from the OMol25 dataset.

Geometry (Å):
C -3.77167 -2.93462 1.80694
C -2.59122 -3.14860 1.25782
C -1.72505 -2.13777 0.56210
N -2.41873 -0.86808 0.26701
C -3.34398 -0.92652 -0.88383
C -4.07526 0.43034 -0.99380
O -3.27537 1.49767 -0.54584
C -2.46959 2.17299 -1.48924
C -1.19910 1.39623 -1.86633
O -0.62965 0.93234 -0.64807
C 0.67437 0.42396 -0.65756
C 1.10628 -0.36137 -1.71618
C 2.35988 -0.94204 -1.70345
C 3.17222 -0.73561 -0.60300
Cl 4.73519 -1.46069 -0.53687
C 2.74407 0.05998 0.44996
C 1.49587 0.67003 0.45324
C 1.07737 1.60866 1.58082
C 2.12448 1.67138 2.69702
C 0.92425 3.02039 0.99612
C -0.25150 1.16266 2.21346
H -4.29877 -3.73194 2.29856
H -4.28247 -1.98428 1.81191
H -2.14237 -4.12969 1.30549
H -0.85628 -1.92088 1.19230
H -1.34789 -2.55687 -0.37444
H -2.93863 -0.57056 1.10080
H -1.71281 -0.09748 0.04894
H -2.75658 -1.14064 -1.77821
H -4.06640 -1.73244 -0.74712
H -4.42605 0.58579 -2.01925
H -4.94560 0.42912 -0.33055
H -2.19352 3.10162 -0.98590
H -3.03381 2.41030 -2.39771
H -0.50418 2.06042 -2.38767
H -1.44293 0.55879 -2.53187
H 0.46958 -0.52007 -2.57272
H 2.69459 -1.54318 -2.53221
H 3.42042 0.20385 1.27334
H 3.07453 2.04728 2.32820
H 2.27393 0.69672 3.15537
H 1.78139 2.35551 3.46925
H 0.65343 3.71815 1.78401
H 0.15259 3.05263 0.23308
H 1.86228 3.34747 0.55448
H -0.22624 0.09922 2.44605
H -1.09242 1.38523 1.56411
H -0.40412 1.70357 3.14369

Calculated values
Energy relative to the best compared isomer or geometry (same formula, charge and spin) = 49.4 kJ/mol
HOMO = -11.6 eV
Largest force on an atom = 0.78 eV Å⁻¹
LUMO level = -0.083 Eh
Charge = +1

2.
The following is a quantum chemistry calculation of a molecular structure, C7H12BrN2OTi at a distorted geometry, from the OMol25 dataset.

Geometry (Å):
Ti 1.64352 2.01975 -3.03028
Br 0.17419 1.04233 -0.92858
C 3.69424 1.76042 0.50294
C 3.72478 0.69743 1.57636
O 4.76596 0.33490 2.09149
N 2.50628 0.21336 1.93063
C 2.31144 -0.67167 3.05076
H 4.22303 2.64937 0.84113
H 2.67253 2.05098 0.24610
H 4.15380 1.41702 -0.42588
H 1.71260 0.57922 1.42930
H 3.27518 -0.89116 3.49744
H 1.81548 -1.59096 2.73773
H 1.68601 -0.19333 3.80936
N -2.74328 -0.57565 -1.72110
C -3.15072 -1.80018 -2.13883
C -4.52203 -1.87409 -2.04571
C -4.96202 -0.61416 -1.55026
C -3.85116 0.15485 -1.33796
H -1.79380 -0.29540 -1.52230
H -2.45370 -2.58788 -2.37517
H -5.14962 -2.67915 -2.38449
H -5.96660 -0.28758 -1.33462
H -3.76612 1.14159 -0.91806

Calculated values
Energy relative to the best compared isomer or geometry (same formula, charge and spin) = 0.0 kJ/mol
HOMO (spin up / spin down) = -7.9 / -7.9 eV
Spin multiplicity = 4
Expectation value of S² = 3.753
Largest force on an atom = 1.46 eV Å⁻¹
LUMO level (spin up / spin down) = -0.047 / -0.045 Eh

3.
The following is a quantum chemistry calculation of a molecular structure, Fe2H30O19P at a distorted geometry, from the OMol25 dataset.

Geometry (Å):
Fe -1.18620 -1.36063 -2.46902
Fe 1.36154 0.22475 1.72963
P -0.04650 -0.22586 -0.25765
O -0.24254 -0.71184 1.26837
O 0.29942 -1.44290 -1.16507
O 1.09844 0.78602 -0.14118
O -1.27093 0.12059 -1.22364
O 0.90858 3.38748 -0.68139
H 1.65869 3.69189 -0.17059
H 1.00927 2.43608 -0.71199
O 1.34559 -0.09362 3.72122
H 1.23319 -0.92155 4.18827
H 1.37809 0.56879 4.41142
O 1.42221 -3.83064 0.69288
H 0.98663 -3.26598 0.05441
H 1.73571 -4.57555 0.17999
O 2.92334 1.53584 -1.76114
H 2.27168 1.06719 -1.23964
H 2.77166 1.23860 -2.65829
O -2.53277 0.95474 2.78199
H -2.85847 0.67476 1.92655
H -1.62403 0.65479 2.80270
O -2.91187 -0.78200 -3.43971
H -2.67725 -0.04376 -4.00202
H -3.86705 -0.82421 -3.48515
O -3.38110 0.54916 0.18343
H -2.60034 0.47307 -0.36508
H -4.05494 0.06041 -0.28911
O 2.87273 -1.73922 -1.81116
H 2.84505 -1.10432 -2.52696
H 1.97872 -1.75483 -1.46951
O 0.19209 1.92689 -2.99853
H 0.53631 2.71768 -2.58331
H -0.68773 1.82829 -2.63460
O 3.17518 1.31463 1.91477
H 3.63177 1.77907 1.21331
H 3.54986 1.66935 2.72100
O 0.26662 2.13172 2.20029
H 0.24691 2.94814 2.69958
H -0.37629 2.26122 1.50307
O -2.38056 2.34165 -2.00932
H -2.23064 2.95540 -1.29024
H -2.03609 1.50799 -1.68906
O -1.70517 -2.88986 1.62939
H -2.50366 -2.54159 2.02605
H -1.13608 -2.12716 1.52619
O -2.43950 -2.63644 -1.08204
H -3.36614 -2.82181 -0.92966
H -2.03436 -2.71231 -0.21814
O 2.64826 -1.48280 1.46270
H 2.25429 -2.34267 1.31560
H 3.54841 -1.57464 1.15039

Calculated values
Energy relative to the best compared isomer or geometry (same formula, charge and spin) = 179.5 kJ/mol
HOMO (spin up / spin down) = -12.3 / -11.7 eV
Spin multiplicity = 9
Expectation value of S² = 20.015
Largest force on an atom = 3.71 eV Å⁻¹
LUMO level (spin up / spin down) = -0.135 / -0.149 Eh
Charge = +1

4.
The following is a quantum chemistry calculation of a molecular structure, C38H30CoN4P at a distorted geometry, from the OMol25 dataset.

Geometry (Å):
Co -1.22594 0.04914 -0.95918
C -5.02056 -0.21413 -2.91270
C -4.63668 -0.62861 -4.17685
C -3.29901 -0.80026 -4.45906
C -2.32217 -0.56394 -3.47893
C -2.71211 -0.15417 -2.18366
C -4.06142 0.01940 -1.93376
C -0.91132 -0.72750 -3.68734
C -0.34762 -0.94630 -4.94283
C 1.01133 -1.07995 -5.09448
C 1.81741 -1.09722 -3.93101
C 3.20105 -1.29038 -4.00099
C 3.97160 -1.43528 -2.85823
C 3.34995 -1.38066 -1.62272
C 1.98990 -1.13046 -1.52960
C 1.18305 -0.94832 -2.65990
N -0.14489 -0.64646 -2.53782
H -6.06479 -0.07285 -2.67343
H -5.38763 -0.81784 -4.93444
H -3.00913 -1.13547 -5.44618
H -4.40904 0.36036 -0.97031
H -0.98864 -0.99778 -5.81177
H 1.47603 -1.21963 -6.06195
H 3.65378 -1.33769 -4.98387
H 5.03947 -1.60086 -2.93810
H 3.91880 -1.52322 -0.71400
H 1.53589 -1.07019 -0.55437
C -1.28570 -0.31805 3.81128
C -1.07001 1.11578 3.44052
C -1.51718 2.11065 4.30585
C -1.33905 3.45094 4.02814
C -0.70698 3.82956 2.85693
C -0.26359 2.85672 1.98923
C -0.42402 1.49814 2.26359
P 0.27914 0.45371 0.90632
C 1.96301 1.18516 1.11752
C 2.57079 1.15684 2.37291
C 3.87467 1.58094 2.54370
C 4.56978 2.10512 1.46579
C 3.92166 2.27004 0.25374
C 2.61939 1.82537 0.05957
C 1.91881 2.08472 -1.23603
C 0.46723 -1.27119 1.50461
C 1.53616 -1.74162 2.25632
C 1.66629 -3.08536 2.55603
C 0.75732 -3.99350 2.03060
C -0.26481 -3.55393 1.21734
C -0.47399 -2.18958 0.96956
C -1.63720 -1.74824 0.21037
H -2.03114 -0.40222 4.59897
H -0.35350 -0.76181 4.16441
H -1.63422 -0.88761 2.95397
H -2.02548 1.82429 5.21627
H -1.69780 4.19717 4.72119
H -0.56274 4.87525 2.62873
H 0.21876 3.15280 1.06787
H 2.00079 0.83311 3.23381
H 4.34809 1.50834 3.51403
H 5.59748 2.42515 1.58081
H 4.44029 2.75918 -0.56049
H 2.45591 2.82487 -1.82606
H 0.90498 2.44629 -1.05359
H 1.84470 1.16661 -1.81825
H 2.29666 -1.06352 2.60966
H 2.48707 -3.42119 3.17613
H 0.85051 -5.04627 2.26423
H -0.95314 -4.27584 0.79548
H -2.38905 -1.28395 0.84965
H -2.09989 -2.56812 -0.33980
N -2.28640 1.22751 0.05311
C -3.09590 1.15941 0.90639
N -4.03711 1.19909 1.71663
C -4.33759 0.66276 2.84083
N -4.71032 0.21678 3.83955

Calculated values
Energy relative to the best compared isomer or geometry (same formula, charge and spin) = 155.7 kJ/mol
HOMO (spin up / spin down) = -3.1 / -4.4 eV
Spin multiplicity = 2
Expectation value of S² = 0.773
Largest force on an atom = 2.48 eV Å⁻¹
LUMO level (spin up / spin down) = 0.071 / 0.071 Eh
Charge = -1